Model P:
{"formula": "C4H9O2", "method": "ωB97M-V/def2-TZVPD", "spin_multiplicity": 2, "lumo_energy_ev": [0.85, -3.28], "orbital_gap_ev": [11.63, 7.35], "homo_ev": [-10.778, -10.628], "elements": ["C", "C", "H", "H", "H", "H", "H", "H", "C", "C", "O", "O", "H", "H", "H"], "positions_angstrom": [[-0.555, 0.078, -1.192], [-0.718, -0.104, -2.700], [-1.185, -0.528, -0.564], [0.477, -0.089, -0.871], [-0.836, 1.088, -0.903], [-1.416, 0.652, -3.097], [-1.141, -1.090, -2.939], [0.231, -0.024, -3.231], [1.156, -0.504, 2.370], [0.213, 0.720, 2.041], [-0.918, 0.624, 2.431], [0.817, 1.546, 1.310], [2.214, -0.292, 2.285], [0.789, -1.244, 1.682], [0.871, -0.833, 3.379]]}



Model Q:
{"formula": "C4H9O2", "method": "ωB97M-V/def2-TZVPD", "spin_multiplicity": 2, "lumo_energy_ev": [0.89, -1.71], "orbital_gap_ev": [10.84, 8.27], "homo_ev": [-9.951, -9.975], "elements": ["C", "C", "C", "O", "C", "O", "H", "H", "H", "H", "H", "H", "H", "H", "H"], "positions_angstrom": [[0.787, -0.126, -0.530], [0.775, -0.113, 1.031], [-0.643, -0.297, 1.710], [-1.356, -1.295, 1.224], [-0.545, 0.229, -1.230], [-0.348, 0.239, -2.635], [0.880, -1.174, -0.800], [1.559, 0.548, -0.866], [1.345, -1.031, 1.204], [1.163, 0.818, 1.468], [-1.164, 0.699, 1.495], [-0.547, -0.225, 2.801], [-1.371, -0.381, -0.912], [-0.811, 1.252, -0.952], [0.276, 0.858, -3.010]]}



Which of them is the least stable? Correct choice: model Q.



Model P:
{"formula": "C2H3BrO2", "method": "ωB97M-V/def2-TZVPD", "lumo_energy_ev": 0.80, "orbital_gap_ev": 10.94, "homo_ev": -10.138, "elements": ["C", "C", "O", "O", "Br", "H", "H", "H"], "positions_angstrom": [[0.888, 0.046, -0.507], [-0.733, -0.087, 0.514], [-0.019, -1.017, -0.187], [0.037, 1.083, -0.033], [-2.526, 0.001, -0.208], [1.713, -0.221, 0.231], [1.363, 0.223, -1.508], [-0.724, -0.028, 1.698]]}



Model Q:
{"formula": "C2H3BrO2", "method": "ωB97M-V/def2-TZVPD", "lumo_energy_ev": [-1.97, -1.97], "orbital_gap_ev": [6.46, 6.47], "homo_ev": [-8.429, -8.433], "elements": ["C", "C", "O", "O", "Br", "H", "H", "H"], "positions_angstrom": [[-0.540, 1.591, -0.811], [0.328, -1.180, 0.542], [-1.425, 1.068, -1.343], [0.643, 0.061, 0.937], [0.299, 3.170, -0.693], [0.576, -1.890, 1.357], [0.877, -1.510, -0.361], [-0.758, -1.310, 0.372]]}



Which of them is the least stable? Correct choice: model Q.



Model P:
{"formula": "C7H12S", "method": "ωB97M-V/def2-TZVPD", "lumo_energy_ev": 0.98, "orbital_gap_ev": 8.86, "smiles": "C=C(C)/C(C)=C\\SC", "homo_ev": -7.881, "elements": ["C", "C", "C", "C", "C", "C", "S", "C", "H", "H", "H", "H", "H", "H", "H", "H", "H", "H", "H", "H"], "positions_angstrom": [[-1.216, -1.676, -0.719], [-1.520, -0.571, -0.041], [-2.647, -0.511, 0.964], [-0.727, 0.709, -0.216], [-1.509, 1.974, -0.339], [0.627, 0.740, -0.252], [1.722, -0.617, -0.072], [3.168, 0.269, 0.494], [-1.716, -2.645, -0.607], [-0.431, -1.793, -1.433], [-2.352, -0.072, 1.943], [-3.125, -1.458, 1.016], [-3.527, 0.149, 0.585], [-0.834, 2.850, -0.523], [-2.200, 1.892, -1.156], [-2.070, 2.210, 0.565], [1.101, 1.767, -0.376], [3.049, 0.744, 1.485], [4.046, -0.396, 0.590], [3.448, 1.015, -0.279]]}



Model Q:
{"formula": "C7H12S", "method": "ωB97M-V/def2-TZVPD", "lumo_energy_ev": [-1.85, -1.85], "orbital_gap_ev": [6.34, 6.34], "homo_ev": [-8.191, -8.190], "elements": ["C", "C", "C", "C", "C", "C", "C", "S", "H", "H", "H", "H", "H", "H", "H", "H", "H", "H", "H", "H"], "positions_angstrom": [[0.180, -3.156, 1.305], [0.484, -2.182, 0.621], [0.410, 1.082, -1.231], [0.505, 1.331, 1.254], [-1.449, 0.274, 0.140], [0.788, -0.919, 0.056], [0.083, 0.385, 0.136], [-0.283, -2.153, -2.352], [0.105, -3.960, 1.978], [1.449, 1.145, -1.476], [-0.251, 0.734, -2.104], [0.202, 2.199, -1.198], [1.606, 1.132, 1.567], [0.435, 2.359, 0.683], [-0.347, 1.271, 2.066], [-1.918, 1.273, 0.172], [-1.736, -0.254, 1.146], [-1.731, -0.209, -0.784], [1.851, -0.933, -0.374], [0.341, -1.458, -3.351]]}



Model R:
{"formula": "C7H12S", "method": "ωB97M-V/def2-TZVPD", "lumo_energy_ev": 0.88, "orbital_gap_ev": 9.32, "smiles": "C[C@H]1[C@H]2CC[C@H](S)[C@H]12", "homo_ev": -8.437, "elements": ["C", "C", "C", "C", "C", "C", "S", "C", "H", "H", "H", "H", "H", "H", "H", "H", "H", "H", "H", "H"], "positions_angstrom": [[1.356, -0.042, 2.271], [0.685, 0.646, 1.170], [0.755, 0.216, -0.278], [0.657, -0.749, -1.427], [-0.815, -0.597, -1.805], [-1.538, 0.027, -0.524], [-1.787, 1.803, -0.924], [-0.492, -0.112, 0.547], [1.779, -1.021, 1.804], [0.628, -0.287, 3.231], [2.228, 0.549, 2.691], [0.609, 1.717, 1.102], [0.595, 1.184, -0.845], [1.517, -0.434, -2.096], [0.918, -1.849, -1.227], [-0.998, -0.075, -2.809], [-1.176, -1.627, -1.938], [-2.464, -0.478, -0.197], [-1.974, 2.239, 0.334], [-0.482, -1.110, 0.918]]}



Model S:
{"formula": "C7H12S", "method": "ωB97M-V/def2-TZVPD", "lumo_energy_ev": 0.87, "orbital_gap_ev": 8.96, "smiles": "C[C@@H]1[C@@H]2SCC[C@@]12C", "homo_ev": -8.094, "elements": ["C", "C", "C", "S", "C", "C", "C", "C", "H", "H", "H", "H", "H", "H", "H", "H", "H", "H", "H", "H"], "positions_angstrom": [[-2.551, -0.643, 0.121], [-1.288, -0.339, -0.697], [0.112, -1.022, -0.615], [1.457, -1.559, 0.391], [2.330, 0.015, -0.149], [1.280, 0.957, -0.647], [0.011, 0.398, -0.100], [-0.084, 0.661, 1.369], [-2.963, -1.596, -0.422], [-2.361, -1.049, 1.073], [-3.213, 0.214, 0.102], [-1.508, -0.081, -1.734], [0.426, -1.056, -1.692], [2.915, 0.436, 0.643], [3.142, -0.235, -0.841], [1.386, 2.046, -0.435], [1.262, 0.889, -1.765], [0.949, 0.373, 1.914], [-0.849, -0.112, 1.845], [-0.453, 1.704, 1.640]]}



Which of them is the least stable? Correct choice: model Q.



Model P:
{"formula": "C8H30B2O31", "method": "ωB97M-V/def2-TZVPD", "lumo_energy_ev": 3.49, "orbital_gap_ev": 8.97, "total_charge": -2, "homo_ev": -5.481, "elements": ["O", "C", "O", "B", "O", "C", "O", "O", "C", "O", "C", "O", "O", "O", "C", "O", "B", "O", "C", "O", "O", "C", "O", "C", "O", "O", "O", "H", "H", "O", "H", "H", "O", "H", "H", "O", "H", "H", "O", "H", "H", "O", "H", "H", "O", "H", "H", "O", "H", "H", "O", "H", "H", "O", "H", "H", "O", "H", "H", "O", "H", "H", "O", "H", "H", "O", "H", "H", "O", "H", "H"], "positions_angstrom": [[-0.779, 2.420, 4.046], [-0.171, 1.408, 4.381], [-0.130, 0.453, 3.588], [0.835, -0.539, 4.088], [1.314, 0.072, 5.345], [0.655, 1.115, 5.536], [1.081, 2.038, 6.288], [1.970, -0.735, 3.152], [1.946, -1.968, 2.716], [2.574, -2.436, 1.808], [1.099, -2.691, 3.580], [0.287, -1.911, 4.257], [1.006, -3.913, 3.531], [-1.493, -2.948, 0.305], [-1.268, -1.854, 0.141], [-0.471, -1.106, 0.771], [-0.058, 0.076, -0.008], [-0.806, -0.142, -1.275], [-1.500, -1.203, -1.203], [-1.873, -1.769, -2.130], [1.335, 0.045, -0.304], [1.738, 1.178, 0.041], [2.961, 1.458, 0.091], [0.736, 1.909, 0.686], [-0.322, 1.283, 0.788], [1.021, 2.749, 1.524], [4.172, -0.315, -1.659], [4.334, 0.465, -2.249], [3.645, 0.081, -0.834], [-1.562, -5.614, 0.981], [-1.353, -4.654, 0.932], [-1.965, -5.943, 0.245], [4.628, 3.296, 1.184], [4.373, 2.737, 0.492], [5.473, 3.430, 0.902], [-4.200, 0.443, -1.186], [-3.768, 0.572, -2.042], [-3.598, 0.803, -0.521], [1.216, 0.587, -3.659], [1.579, 0.568, -4.572], [1.296, -0.371, -3.294], [1.448, 5.143, 0.533], [0.698, 5.686, 0.324], [1.039, 4.391, 0.818], [-2.123, -5.146, -3.035], [-1.523, -4.367, -3.478], [-2.655, -4.614, -2.540], [-4.510, -3.029, -1.955], [-4.779, -3.618, -1.068], [-4.210, -2.186, -1.879], [-3.162, 1.883, -0.055], [-2.268, 2.017, -0.008], [-3.447, 1.841, 0.801], [-2.630, 0.248, -3.453], [-1.995, 0.942, -3.386], [-2.321, -0.409, -3.127], [3.257, 2.572, 3.669], [2.376, 2.558, 3.303], [3.880, 2.452, 3.031], [-1.550, 4.790, 2.010], [-1.985, 4.506, 1.208], [-1.452, 3.986, 2.250], [-0.617, -3.004, -4.095], [-1.040, -2.361, -4.581], [-0.625, -2.763, -3.167], [2.403, -2.043, -2.755], [2.843, -1.408, -2.326], [1.954, -2.532, -1.856], [-1.250, 1.939, -3.701], [-0.478, 1.450, -3.343], [-1.233, 2.002, -4.603]]}



Model Q:
{"formula": "C8H30B2O31", "method": "ωB97M-V/def2-TZVPD", "lumo_energy_ev": 4.20, "orbital_gap_ev": 9.79, "total_charge": -2, "homo_ev": -5.591, "elements": ["O", "C", "O", "B", "O", "C", "O", "O", "C", "O", "C", "O", "O", "O", "C", "O", "B", "O", "C", "O", "O", "C", "O", "C", "O", "O", "O", "H", "H", "O", "H", "H", "O", "H", "H", "O", "H", "H", "O", "H", "H", "O", "H", "H", "O", "H", "H", "O", "H", "H", "O", "H", "H", "O", "H", "H", "O", "H", "H", "O", "H", "H", "O", "H", "H", "O", "H", "H", "O", "H", "H"], "positions_angstrom": [[-3.594, -3.843, 2.075], [-3.077, -2.925, 2.709], [-1.946, -2.462, 2.416], [-1.761, -1.265, 3.244], [-2.959, -1.344, 4.168], [-3.703, -2.268, 3.795], [-4.900, -2.301, 4.056], [-1.738, -0.043, 2.369], [-0.586, 0.435, 2.518], [-0.290, 1.444, 1.951], [0.235, -0.298, 3.489], [-0.428, -1.242, 3.987], [1.276, 0.126, 3.970], [3.084, 1.167, 1.232], [2.770, 0.161, 0.621], [1.797, -0.526, 0.959], [1.178, -1.038, -0.281], [2.052, -0.504, -1.320], [3.042, -0.052, -0.754], [4.016, 0.411, -1.364], [0.991, -2.527, -0.307], [-0.263, -2.652, -0.339], [-0.912, -3.676, -0.335], [-0.932, -1.439, -0.582], [-0.126, -0.538, -0.545], [-2.136, -1.301, -0.793], [-1.669, 0.512, -3.601], [-0.841, 0.906, -3.288], [-2.181, 0.280, -2.869], [5.017, 2.691, -0.831], [5.364, 2.482, 0.029], [4.588, 1.870, -1.054], [0.440, 2.676, -0.782], [-0.018, 3.482, -0.594], [0.348, 2.187, -0.012], [4.971, 3.269, 2.123], [4.244, 3.585, 1.549], [5.578, 3.979, 2.126], [-4.751, -1.110, 0.570], [-4.372, -1.935, 0.295], [-4.957, -0.734, -0.282], [2.944, 4.354, 0.815], [2.422, 3.503, 0.912], [2.755, 4.881, 1.575], [-0.102, -1.770, -3.458], [0.811, -1.422, -3.396], [-0.547, -0.937, -3.597], [-2.266, -3.227, -3.272], [-2.260, -4.168, -3.114], [-1.395, -2.849, -3.095], [1.598, 2.992, 3.359], [1.037, 2.331, 2.970], [2.441, 2.570, 3.500], [2.286, -0.179, -4.584], [1.636, 0.333, -4.032], [3.186, 0.108, -4.415], [-2.679, 1.376, -0.840], [-2.453, 0.504, -0.515], [-3.522, 1.099, -1.266], [3.843, 1.409, 3.975], [3.377, 0.663, 3.607], [4.266, 1.802, 3.231], [0.648, 1.387, -3.195], [0.624, 2.079, -3.828], [0.662, 1.764, -2.330], [-4.027, -0.625, -2.707], [-3.485, -1.256, -2.218], [-4.676, -1.200, -3.074], [-3.729, -3.652, -0.526], [-3.303, -3.992, 0.287], [-2.950, -3.535, -1.052]]}



Which of them is the least stable? Correct choice: model P.



Model P:
{"formula": "C9H12N2O2", "method": "ωB97M-V/def2-TZVPD", "lumo_energy_ev": [-0.39, -0.38], "orbital_gap_ev": [6.78, 6.78], "homo_ev": [-7.162, -7.164], "elements": ["C", "C", "C", "C", "C", "C", "C", "C", "C", "N", "N", "O", "O", "H", "H", "H", "H", "H", "H", "H", "H", "H", "H", "H", "H"], "positions_angstrom": [[-1.802, 0.843, -0.560], [1.931, -0.238, 1.430], [1.659, -1.190, 0.514], [-1.857, -0.379, 0.059], [-0.703, 1.573, 0.040], [0.958, 0.881, 1.765], [0.741, -1.070, -0.615], [-2.751, -1.536, -0.136], [1.583, 0.817, -1.831], [-0.861, -0.493, 0.960], [-0.253, 0.712, 1.028], [-0.129, 2.566, -0.333], [0.629, -0.137, -1.426], [-2.523, 1.312, -1.244], [2.690, -0.460, 2.185], [2.130, -2.132, 0.633], [0.673, 0.953, 2.841], [1.450, 1.962, 1.668], [0.140, -1.951, -0.785], [-2.628, -2.249, 0.642], [-2.790, -1.983, -1.097], [-3.778, -1.162, 0.004], [1.674, 0.843, -2.854], [2.527, 0.657, -1.317], [1.288, 1.860, -1.571]]}



Model Q:
{"formula": "C9H12N2O2", "method": "ωB97M-V/def2-TZVPD", "lumo_energy_ev": 0.71, "orbital_gap_ev": 9.61, "smiles": "O=CN(O)CCCc1ccncc1", "homo_ev": -8.896, "elements": ["O", "C", "N", "O", "C", "C", "C", "C", "C", "C", "N", "C", "C", "H", "H", "H", "H", "H", "H", "H", "H", "H", "H", "H", "H"], "positions_angstrom": [[-0.027, 2.645, -0.577], [0.808, 1.839, -0.952], [1.598, 1.197, -0.021], [1.316, 1.418, 1.300], [2.361, -0.027, -0.183], [1.572, -1.337, -0.436], [0.394, -1.625, 0.512], [-0.836, -0.790, 0.308], [-1.290, -0.005, 1.362], [-2.429, 0.746, 1.102], [-3.128, 0.799, -0.054], [-2.670, -0.001, -1.032], [-1.485, -0.675, -0.955], [0.973, 1.542, -2.032], [0.676, 2.251, 1.284], [3.134, 0.074, -0.985], [2.874, -0.090, 0.771], [2.258, -2.218, -0.174], [1.225, -1.415, -1.509], [0.676, -1.533, 1.568], [0.156, -2.686, 0.231], [-0.810, -0.075, 2.367], [-2.958, 1.270, 1.857], [-3.261, -0.042, -1.954], [-1.127, -1.263, -1.796]]}



Which of them is the least stable? Correct choice: model P.